The ion C9H15IN3 with charge +1, computed with ωB97M-V/def2-TZVPD.

Each line ends with the Mulliken charge.
Positions of all 28 atoms, in Å:
C (2.049, 0.537, -0.102)  -0.5862
C (1.026, 0.038, 0.978)  -0.0551
C (1.446, -1.213, 1.720)  -1.5416
C (-0.278, -0.103, 0.247)  0.4797
C (-0.362, -0.994, -0.721)  0.0162
N (-0.436, -1.977, -1.475)  -0.2698
N (0.253, -2.287, -2.533)  0.3773
N (1.425, -1.850, -2.602)  -0.5391
I (2.931, -2.535, -3.692)  0.3518
C (-1.438, 0.819, 0.459)  1.0635
C (-2.607, 0.583, -0.420)  -1.7052
C (-1.021, 2.349, 0.523)  -0.5767
C (-1.628, 1.657, 1.737)  -0.8095
H (1.861, -0.284, -0.868)  0.0120
H (3.151, 0.282, 0.219)  0.3397
H (1.830, 1.623, -0.498)  0.2449
H (1.005, 0.894, 1.642)  0.4802
H (1.783, -1.917, 1.010)  0.3787
H (0.497, -1.642, 2.120)  0.3516
H (2.177, -0.999, 2.526)  0.3876
H (-0.163, -3.179, -2.972)  0.3436
H (-3.420, 1.230, -0.411)  0.4564
H (-2.931, -0.462, -0.344)  0.3820
H (-2.125, 0.650, -1.500)  0.3266
H (-1.546, 2.922, -0.173)  0.3365
H (0.087, 2.538, 0.696)  0.1859
H (-0.913, 1.405, 2.445)  0.2635
H (-2.654, 1.911, 1.989)  0.3056

Cartesian forces (eV/Å) of the 3 atoms listed first:
C 1.01 -1.71 -0.73
C 1.36 1.81 -0.39
C -1.44 0.55 0.99

Computed properties:
frontier orbital gap (spin up / spin down) = 6.478 / 6.479 eV
2S+1 = 1
total charge = +1
E_LUMO (spin up / spin down) = -5.6 / -5.6 eV

***

A cluster of 2 separate species, C14H26BN2O8PS2 in total, computed with ωB97M-V/def2-TZVPD.

Each line ends with the Mulliken charge.
Positions of all 54 atoms, in Å:
C (1.918, 0.027, 0.721)  -0.0149
C (1.299, 0.724, 2.009)  -0.2897
O (-0.131, 0.666, 2.044)  -0.5112
B (-0.740, 1.633, 1.180)  1.0148
O (-1.227, 1.152, -0.033)  -0.5933
C (-0.847, 3.147, 1.739)  0.2826
C (0.394, 4.095, 1.575)  -1.2422
C (1.426, 3.868, 0.423)  0.2728
C (1.128, 4.667, -0.934)  -0.8916
S (0.457, 3.610, -2.283)  -0.1303
C (1.592, 2.210, -2.521)  0.1863
S (3.229, 2.298, -2.383)  -0.1394
N (0.942, 0.963, -2.822)  0.2288
C (-0.382, 0.924, -3.245)  -0.2730
C (-0.746, -0.471, -3.414)  -0.4757
N (0.462, -1.157, -3.092)  -0.5867
C (1.457, -0.343, -2.757)  -0.0857
O (-2.137, 3.693, 1.267)  -0.3769
C (-2.070, 4.237, 0.004)  0.0538
O (-2.580, 3.795, -0.984)  -0.4157
H (1.863, 0.667, -0.191)  -0.3121
H (1.318, -0.902, 0.550)  -0.1153
H (2.974, -0.309, 0.927)  0.4637
H (1.656, 0.090, 2.871)  0.3080
H (1.735, 1.742, 2.182)  0.1267
H (-1.003, 1.766, -0.759)  -0.0122
H (-1.011, 3.032, 2.850)  0.1312
H (0.963, 4.079, 2.549)  0.4413
H (0.016, 5.157, 1.497)  0.5497
H (2.401, 4.316, 0.778)  0.2967
H (1.680, 2.818, 0.146)  -0.3198
H (0.524, 5.595, -0.757)  0.4488
H (2.124, 5.042, -1.310)  0.5059
H (-1.116, 1.729, -3.440)  0.4001
H (-1.739, -0.863, -3.715)  0.3589
H (2.487, -0.634, -2.481)  0.4024
H (-1.545, 5.234, -0.089)  0.3631
C (-1.242, -2.304, -0.016)  -0.3865
O (-0.221, -3.240, 0.300)  -0.3303
P (-0.625, -4.885, 0.398)  1.0452
O (-1.682, -4.835, -0.684)  -0.6802
O (-1.302, -4.674, 1.874)  -0.3785
C (-0.547, -3.994, 2.880)  -0.6501
O (-0.711, -6.564, 0.617)  -0.3491
C (-1.135, -7.384, -0.458)  -0.5936
H (-0.890, -1.309, 0.259)  0.0651
H (-1.437, -2.308, -1.088)  0.1428
H (-2.159, -2.512, 0.540)  0.4478
H (-0.922, -2.973, 2.975)  0.2010
H (0.517, -3.966, 2.647)  0.3252
H (-0.689, -4.507, 3.830)  0.2931
H (-0.666, -7.084, -1.396)  0.3176
H (-2.221, -7.346, -0.543)  0.2439
H (-0.842, -8.411, -0.233)  0.2366

Cartesian forces (eV/Å) of the 3 atoms listed first:
C -0.52 -0.09 0.69
C 1.50 -1.51 0.30
O -0.17 1.50 -1.10

Computed properties:
frontier orbital gap = 7.284 eV
2S+1 = 1
E_LUMO = -1.8 eV

***

A structure of composition C17H59BaF3O16, computed with ωB97M-V/def2-TZVPD.

Each line ends with the Mulliken charge.
Positions of all 96 atoms, in Å:
Ba (-1.121, -1.696, -1.834)  1.1687
O (0.021, 0.227, -0.569)  -0.6223
H (0.216, 0.024, 0.367)  -0.4889
C (-3.649, -1.573, 0.572)  0.6697
O (-2.293, -2.029, 0.732)  0.3065
O (-3.803, -1.519, -0.824)  -0.9054
C (-4.680, -2.338, 1.473)  0.6348
F (-5.952, -1.894, 1.240)  -0.2922
F (-4.685, -3.663, 1.318)  -0.2788
F (-4.533, -2.141, 2.772)  -0.2610
C (-1.676, -1.670, 1.937)  0.1930
C (-0.308, -2.358, 2.052)  -0.9332
H (0.092, -2.188, 3.052)  0.3067
H (-0.506, -3.416, 1.884)  0.4115
H (0.376, -1.936, 1.315)  -0.0185
H (-2.288, -1.939, 2.799)  0.5231
H (-1.542, -0.592, 2.028)  -0.5849
H (-3.637, -0.570, 0.999)  -0.6515
C (-1.418, 5.148, 1.859)  -0.1621
O (-0.304, 6.000, 1.525)  -0.5290
H (-1.066, 4.125, 1.727)  -0.2430
H (-1.580, 5.293, 2.927)  0.3549
H (-2.291, 5.326, 1.230)  0.2616
H (-0.586, 6.909, 1.647)  0.2891
C (1.384, 3.329, -0.525)  -0.0817
O (0.675, 2.675, -1.602)  -0.2867
H (2.082, 4.095, -0.864)  0.3461
H (0.624, 3.788, 0.107)  -0.0604
H (1.968, 2.556, -0.026)  -0.1193
H (0.347, 1.830, -1.284)  -0.0745
C (1.347, 0.148, -4.239)  -0.6798
O (0.271, -0.805, -4.069)  -0.1388
H (2.143, -0.288, -4.843)  0.4300
H (1.080, 1.072, -4.751)  0.4059
H (1.799, 0.463, -3.299)  0.0650
H (-0.017, -1.032, -4.956)  0.1292
C (1.194, 4.755, -4.162)  -0.7084
O (1.825, 3.496, -3.978)  -0.5383
H (1.177, 4.982, -5.228)  0.2988
H (0.183, 4.784, -3.757)  0.2443
H (1.679, 5.612, -3.694)  0.2802
H (1.556, 3.137, -3.129)  0.4051
C (4.568, -3.379, 0.130)  -0.2633
O (4.984, -4.709, 0.222)  -0.5682
H (4.820, -2.952, -0.841)  0.2076
H (3.502, -3.288, 0.338)  -0.0477
H (5.049, -2.877, 0.969)  0.3539
H (4.294, -5.168, 0.707)  0.3159
C (-4.369, 1.782, 3.061)  -0.5261
O (-3.019, 1.430, 3.095)  -0.5350
H (-4.511, 2.746, 2.573)  0.2096
H (-4.826, 0.957, 2.514)  0.1669
H (-4.742, 1.770, 4.085)  0.2661
H (-2.601, 1.523, 2.235)  0.0874
C (0.731, 1.031, 3.278)  -0.0590
O (1.821, 1.083, 4.218)  -0.6054
H (-0.111, 0.576, 3.799)  0.1641
H (0.458, 2.020, 2.910)  0.2306
H (1.085, 0.462, 2.418)  -0.0937
H (2.423, 1.785, 3.961)  0.3116
C (-2.249, 1.359, -3.463)  -0.3674
O (-2.476, -0.028, -3.473)  -0.3565
H (-2.281, 1.719, -4.491)  0.4323
H (-3.089, 1.854, -2.974)  0.3847
H (-1.273, 1.623, -3.055)  -0.0574
H (-3.136, -0.159, -4.158)  0.1838
C (2.307, -3.240, -3.016)  -0.8423
O (1.620, -2.545, -2.027)  0.1605
H (1.620, -3.822, -3.630)  0.2984
H (2.840, -2.516, -3.631)  0.2771
H (3.130, -3.808, -2.582)  0.2244
H (2.228, -1.954, -1.577)  0.2327
C (2.763, -2.408, 4.204)  -0.2764
O (4.049, -2.673, 4.728)  -0.5631
H (2.637, -2.418, 3.121)  0.0541
H (1.993, -3.049, 4.632)  0.3015
H (2.513, -1.385, 4.484)  0.1865
H (4.613, -1.901, 4.647)  0.3019
C (3.711, 0.372, -0.041)  -0.9126
O (2.808, -0.461, -0.744)  -0.5170
H (3.320, 0.692, 0.925)  0.2443
H (4.658, -0.154, 0.080)  0.3247
H (3.915, 1.333, -0.513)  0.3414
H (1.941, -0.049, -0.752)  0.0642
C (-2.487, 2.310, -0.095)  -0.7531
O (-1.531, 1.831, 0.885)  1.5764
H (-2.020, 2.813, -0.942)  0.2131
H (-2.997, 1.409, -0.438)  0.2113
H (-3.267, 2.960, 0.302)  0.2853
H (-0.949, 1.257, 0.383)  -0.4656
C (-1.708, -4.994, -0.550)  -0.4967
O (-0.665, -4.390, -1.235)  -0.2137
H (-2.656, -5.077, -1.080)  0.2984
H (-1.370, -5.949, -0.145)  0.3847
H (-1.968, -4.376, 0.309)  -0.0354
H (-0.199, -5.094, -1.692)  0.1945

Cartesian forces (eV/Å) of the 3 atoms listed first:
Ba -0.77 0.12 0.81
O 0.46 -0.29 0.52
H 0.03 -0.03 -0.58

Computed properties:
frontier orbital gap = 7.405 eV
2S+1 = 1
E_LUMO = -0.6 eV

***

A cluster of 2 separate species, H12Si5 in total, computed with ωB97M-V/def2-TZVPD.

Each line ends with the Mulliken spin population.
Positions of all 17 atoms, in Å:
Si (-1.597, -1.907, -0.524)  0.0156
Si (2.831, -2.508, 0.100)  0.9421
Si (-0.580, 3.876, -0.250)  0.0350
Si (-0.781, -0.316, 0.924)  0.0117
Si (-0.091, 1.674, -0.060)  0.8575
H (-2.620, -2.781, 0.138)  0.0054
H (-1.899, -1.639, -1.961)  0.0030
H (-0.384, -2.687, -0.860)  0.0159
H (2.877, -1.077, -0.560)  0.0204
H (1.718, -2.678, 1.129)  0.0113
H (3.297, -3.715, -0.574)  0.0141
H (-1.515, 4.479, 0.808)  0.0163
H (0.635, 4.753, -0.153)  0.0047
H (-1.340, 4.205, -1.354)  0.0109
H (0.210, -1.146, 1.852)  0.0219
H (-2.164, -0.002, 1.632)  0.0106
H (1.402, 1.470, -0.289)  0.0036

Cartesian forces (eV/Å) of the 3 atoms listed first:
Si 0.58 -0.83 -0.98
Si -0.25 1.57 0.80
Si 0.10 1.27 2.72

Computed properties:
frontier orbital gap (spin up / spin down) = 7.398 / 8.759 eV
2S+1 = 3
E_LUMO (spin up / spin down) = -0.1 / -1.4 eV